DFT (ωB97M-V with the def2-TZVPD basis set) results for C42H51KN4OS as an isolated structure.

```
! wB97M-V def2-TZVPD RIJCOSX def2/J DEFGRID3
* xyz 0 1
K 0.1315 -0.0316 0.1775
C 3.2263 1.3926 0.7886
C 2.8494 1.4279 -0.6937
C 4.0485 1.0424 -1.5650
C 2.2955 2.7698 -1.1286
C 2.9235 3.9525 -0.7684
C 2.4452 5.1754 -1.2004
C 1.3192 5.2316 -2.0046
C 0.6557 4.0745 -2.3790
C -0.5375 4.0895 -3.3099
C -1.2771 5.4224 -3.3621
C -0.0599 3.6755 -4.7053
C 1.1564 2.8299 -1.9488
N 0.6142 1.6348 -2.3829
C -0.5545 1.2365 -2.0368
C -1.0075 -0.0772 -2.3517
C -0.3693 -0.7818 -3.3811
C -0.5224 -2.1365 -3.5302
C -1.2747 -2.8399 -2.5750
C -1.9105 -2.1859 -1.5594
C -1.8980 -0.7662 -1.4474
N -2.5713 -0.1917 -0.4632
C -3.2366 0.9998 -0.5996
C -3.0392 2.0639 0.3001
C -3.8103 3.2112 0.2063
C -4.7550 3.3537 -0.7867
C -4.9877 2.2987 -1.6526
C -4.2665 1.1240 -1.5709
C -4.6611 -0.0778 -2.4036
C -5.4502 -1.0378 -1.5016
C -5.4665 0.2649 -3.6568
C -2.0246 1.9537 1.4124
C -1.1722 3.2202 1.5315
C -2.7614 1.6575 2.7258
H 3.4139 0.3633 1.0922
H 2.4177 1.7918 1.4007
H 4.1276 1.9711 0.9821
H 2.0712 0.6702 -0.8510
H 4.8262 1.8003 -1.5124
H 3.7392 0.9395 -2.6012
H 4.4633 0.0919 -1.2346
H 3.7978 3.9267 -0.1358
H 2.9420 6.0890 -0.9057
H 0.9547 6.1962 -2.3281
H -1.2527 3.3395 -2.9592
H -0.6749 6.1903 -3.8429
H -1.5445 5.7510 -2.3599
H -2.1950 5.3021 -3.9345
H 0.6744 4.3875 -5.0778
H -0.8949 3.6309 -5.4009
H 0.4039 2.6928 -4.6570
H -1.1732 1.8297 -1.3499
H 0.2491 -0.2141 -4.0660
H -0.0603 -2.6585 -4.3579
H -1.3647 -3.9156 -2.6627
H -2.5147 -2.7361 -0.8501
H -3.6568 4.0187 0.9071
H -5.3186 4.2700 -0.8762
H -5.7608 2.4106 -2.3971
H -3.7538 -0.5928 -2.7353
H -6.3843 -0.5761 -1.1803
H -4.8597 -1.2743 -0.6183
H -5.6733 -1.9623 -2.0329
H -6.4590 0.6375 -3.4072
H -5.5876 -0.6277 -4.2695
H -4.9440 1.0164 -4.2455
H -1.3571 1.1116 1.1844
H -1.7717 4.0540 1.8917
H -0.7507 3.5061 0.5662
H -0.3488 3.0742 2.2313
H -3.6116 2.3301 2.8266
H -2.1152 1.7954 3.5944
H -3.1399 0.6359 2.7160
C 1.0545 1.1952 4.2137
O 0.3840 0.6013 3.1209
H 1.6080 0.4431 4.7852
H 0.3605 1.7090 4.8832
H 1.7619 1.9167 3.8089
H -0.4343 0.2159 3.4568
S 3.7308 -6.3316 -0.1508
C 2.9608 -4.7231 0.0202
C 2.2736 -4.1586 -1.0442
C 1.7191 -2.8998 -0.8778
N 1.8028 -2.2076 0.2515
C 2.4639 -2.7596 1.2604
C 3.0620 -4.0085 1.2043
C 5.0596 -5.7122 -1.1913
C 4.9792 -5.7666 -2.5714
C 6.0273 -5.2145 -3.2942
N 7.0841 -4.6561 -2.7355
C 7.1551 -4.6288 -1.4174
C 6.1694 -5.1432 -0.5903
H 2.1698 -4.6852 -1.9798
H 1.1818 -2.4333 -1.6915
H 2.5280 -2.1652 2.1618
H 3.5985 -4.4151 2.0475
H 4.1367 -6.2263 -3.0621
H 6.0215 -5.2242 -4.3744
H 8.0455 -4.1782 -1.0040
H 6.2596 -5.1102 0.4838
*
```

Properties
frontier orbital gap: 6.4 eV
energy above the lowest of the compared OMol25 structures with the same formula, charge and spin: 4.6 kcal per mole
lowest unoccupied orbital energy: -0.146 eV
DFT total energy: -79550.1622 eV

Results of the Löwdin charge analysis, in e, for atoms 1 through 99: number 1, K, carries 0.8526; number 2, C, carries -0.0611; number 3, C, carries -0.3957; number 4, C, carries -0.0408; number 5, C, carries -0.1416; number 6, C, carries -0.0413; number 7, C, carries -0.0761; number 8, C, carries -0.0337; number 9, C, carries -0.1350; number 10, C, carries -0.3713; number 11, C, carries -0.0734; number 12, C, carries -0.0494; number 13, C, carries -0.1813; number 14, N, carries 0.1044; number 15, C, carries -0.1789; number 16, C, carries -0.2033; number 17, C, carries -0.0461; number 18, C, carries -0.1236; number 19, C, carries -0.1072; number 20, C, carries -0.0417; number 21, C, carries -0.3949; number 22, N, carries 0.0429; number 23, C, carries -0.2217; number 24, C, carries -0.1743; number 25, C, carries -0.0563; number 26, C, carries -0.0898; number 27, C, carries -0.0459; number 28, C, carries -0.1273; number 29, C, carries -0.3637; number 30, C, carries -0.0557; number 31, C, carries -0.0799; number 32, C, carries -0.3992; number 33, C, carries -0.0463; number 34, C, carries -0.0440; number 35, H, carries 0.0722; number 36, H, carries 0.0681; number 37, H, carries 0.0809; number 38, H, carries 0.0545; number 39, H, carries 0.0829; number 40, H, carries 0.0844; number 41, H, carries 0.0769; number 42, H, carries 0.1085; number 43, H, carries 0.1001; number 44, H, carries 0.1048; number 45, H, carries 0.1191; number 46, H, carries 0.0738; number 47, H, carries 0.0816; number 48, H, carries 0.0794; number 49, H, carries 0.0860; number 50, H, carries 0.0790; number 51, H, carries 0.0661; number 52, H, carries 0.1249; number 53, H, carries 0.1127; number 54, H, carries 0.0962; number 55, H, carries 0.1052; number 56, H, carries 0.1127; number 57, H, carries 0.1051; number 58, H, carries 0.0945; number 59, H, carries 0.0982; number 60, H, carries 0.1178; number 61, H, carries 0.0829; number 62, H, carries 0.0662; number 63, H, carries 0.0756; number 64, H, carries 0.0716; number 65, H, carries 0.0766; number 66, H, carries 0.0804; number 67, H, carries 0.0237; number 68, H, carries 0.0766; number 69, H, carries 0.0793; number 70, H, carries 0.0676; number 71, H, carries 0.0842; number 72, H, carries 0.0646; number 73, H, carries 0.0876; number 74, C, carries -0.1403; number 75, O, carries -0.1699; number 76, H, carries 0.0818; number 77, H, carries 0.0855; number 78, H, carries 0.0773; number 79, H, carries 0.0792; number 80, S, carries 0.9812; number 81, C, carries -0.5069; number 82, C, carries -0.0497; number 83, C, carries -0.1127; number 84, N, carries 0.0069; number 85, C, carries -0.1334; number 86, C, carries -0.0666; number 87, C, carries -0.5187; number 88, C, carries -0.0788; number 89, C, carries -0.1398; number 90, N, carries 0.0626; number 91, C, carries -0.1405; number 92, C, carries -0.0775; number 93, H, carries 0.1103; number 94, H, carries 0.0894; number 95, H, carries 0.1100; number 96, H, carries 0.1062; number 97, H, carries 0.1041; number 98, H, carries 0.1075; number 99, H, carries 0.1067

***

DFT (ωB97M-V with the def2-TZVPD basis set) results for a 8-piece molecular cluster, H18NO7 overall.

```
! wB97M-V def2-TZVPD RIJCOSX def2/J DEFGRID3
* xyz 1 1
N -1.2010 0.6120 -1.0111
H -1.5878 1.0991 -0.2026
H -1.5479 1.0834 -1.8737
H -0.1977 0.7503 -1.0814
H -1.4553 -0.3680 -0.8260
H -0.6841 -4.7552 0.1422
H 0.0255 -3.3408 0.3813
O -0.6400 -3.9615 0.6876
H -2.2365 1.7068 -4.1453
H -1.1150 0.6836 -4.3107
O -1.6979 1.0760 -3.6522
H -1.7284 -1.8491 1.1161
H -2.9831 -2.1070 0.1991
O -2.2811 -1.4875 0.4124
H 3.3677 1.1131 2.6639
H 3.7065 2.4466 1.7574
O 3.1319 1.7039 1.9485
H -0.8476 2.5735 2.8850
H -1.3014 3.8305 2.0971
O -0.9361 2.9466 1.9990
H 0.5273 1.7965 1.6476
H 1.5302 1.0144 0.8985
O 0.6096 1.3141 0.8104
H 3.4940 -2.8750 -0.9540
H 3.3031 -1.4961 -1.5587
O 2.8112 -2.2417 -1.1975
*
```

Properties
frontier orbital gap: 11.6 eV
energy above the lowest of the compared OMol25 structures with the same formula, charge and spin: 45.6 kcal per mole
lowest unoccupied orbital energy: -2.555 eV
DFT total energy: -16109.3987 eV

In the natural (NBO) picture, each atom carries the following charge in e: number 1, N, carries -0.8921; number 2, H, carries 0.4497; number 3, H, carries 0.4598; number 4, H, carries 0.4507; number 5, H, carries 0.4689; number 6, H, carries 0.4910; number 7, H, carries 0.4802; number 8, O, carries -0.9703; number 9, H, carries 0.5001; number 10, H, carries 0.4989; number 11, O, carries -0.9696; number 12, H, carries 0.5077; number 13, H, carries 0.5028; number 14, O, carries -0.9838; number 15, H, carries 0.4969; number 16, H, carries 0.5032; number 17, O, carries -0.9925; number 18, H, carries 0.4796; number 19, H, carries 0.4934; number 20, O, carries -0.9638; number 21, H, carries 0.4976; number 22, H, carries 0.4964; number 23, O, carries -1.0052; number 24, H, carries 0.4790; number 25, H, carries 0.4721; number 26, O, carries -0.9506

***

The evaluated max |F| for the records listed, in turn: 1.34 1.42 eV Å⁻¹.